Density functional theory data (ωB97M-V/def2-TZVPD) for C3H4O3Rb as an isolated structure at a distorted geometry.

Results
HOMO-LUMO gap (spin up / spin down): 8.79 / 7.49 eV
E_tot: -9949.66378 eV
LUMO level (spin up / spin down): -8.29 / -9.59 eV
expectation value of S²: 0.756

ORCA input file:
```
! RIJCOSX wB97M-V def2-TZVPD def2/J DEFGRID3
* xyz 2 2
C -0.7691 -1.2014 -1.4018
C -1.2757 -1.5957 -0.0822
O -1.3315 -3.0176 0.1820
C -0.8856 -3.5319 1.2190
O -1.4191 -3.4054 2.3348
H -0.1072 -1.8032 -2.0387
H -0.8927 -1.1822 0.8613
H -0.8434 -3.6022 3.1002
H -2.2360 -1.6254 -0.9840
Rb 0.6118 3.4554 -2.1495
O -0.3870 -0.0937 -0.8873
*
```

Density functional theory data (ωB97M-V/def2-TZVPD) for a 9-piece molecular cluster, C71H155N9O9 overall at a distorted geometry.

Results
HOMO-LUMO gap: 7.71 eV
E_tot: -107961.76163 eV
LUMO level: 0.05 eV
SMILES: CC1(C)CCCC(C)(C)N1O.CC1(C)CCCC(C)(C)N1O.CC1(C)CCCC(C)(C)N1O.CC1(C)CCCC(C)(C)N1O.CC1(C)CCCC(C)(C)N1O.CC1(C)CCCC(C)(C)N1O.CC1(C)CCCC(C)(C)N1O.COC[C@H](C)N.COC[C@H](C)N

ORCA input file:
```
! RIJCOSX wB97M-V def2-TZVPD def2/J DEFGRID3
* xyz 0 1
C 4.8013 5.6943 0.4310
C 5.9161 6.3585 1.2230
C 5.4653 7.7465 1.7802
C 6.3802 5.4078 2.3568
C 7.7769 5.6423 2.9464
C 8.8436 5.6716 1.8999
C 8.4940 6.6558 0.7426
C 8.7071 8.0937 1.2289
C 9.3606 6.3233 -0.5052
N 7.0635 6.5133 0.2609
O 6.8016 7.1682 -0.8652
H 3.8512 5.7414 0.9631
H 4.5454 6.3692 -0.3858
H 5.0903 4.6839 0.1417
H 4.4238 7.6352 2.0815
H 6.1411 8.0610 2.5755
H 5.5196 8.5364 1.0310
H 5.7031 5.5111 3.2047
H 6.3682 4.3636 2.0444
H 7.7607 6.5991 3.4683
H 8.1474 4.9190 3.6728
H 9.0159 4.6271 1.6406
H 9.8771 5.9451 2.1125
H 9.7364 8.1668 1.5801
H 8.1372 8.3425 2.1242
H 8.4136 8.8035 0.4554
H 9.2315 6.8634 -1.4431
H 9.2817 5.2418 -0.6160
H 10.3563 6.6404 -0.1950
H 6.5385 6.4588 -1.4561
C -9.5353 -2.2600 5.0991
C -8.6427 -3.0191 4.0969
C -7.3688 -3.5956 4.8006
C -9.4870 -4.2017 3.5403
C -8.9928 -4.8124 2.1897
C -9.2263 -3.6714 1.1360
C -8.2617 -2.4801 1.4687
C -6.8246 -2.8005 1.0120
C -8.7648 -1.3779 0.5450
N -8.2752 -2.0962 2.9485
O -7.6513 -1.0192 3.3486
H -9.8026 -1.2948 4.6689
H -10.4386 -2.7940 5.3939
H -9.0096 -2.0117 6.0211
H -6.7223 -2.7814 5.1281
H -7.6982 -4.1717 5.6652
H -6.7574 -4.1400 4.0809
H -9.2651 -5.0033 4.2449
H -10.5455 -3.9588 3.4474
H -7.9720 -5.1743 2.0666
H -9.6730 -5.6072 1.8837
H -10.2941 -3.4544 1.1068
H -8.9313 -4.1870 0.2222
H -6.4412 -3.7707 1.3279
H -6.1942 -2.1334 1.5999
H -6.5959 -2.5800 -0.0307
H -9.6008 -0.8702 1.0261
H -9.0560 -1.6219 -0.4766
H -8.0703 -0.5498 0.4038
H -6.7689 -1.3100 3.5901
C 4.5334 1.1924 6.1293
C 4.1334 0.5986 7.4868
C 2.6310 0.6055 7.5602
C 4.5799 -0.8786 7.6322
C 6.0233 -1.1076 7.8460
C 6.5193 -0.3668 9.1330
C 6.0477 1.0825 9.2060
C 5.9169 1.4136 10.6969
C 7.0689 1.8465 8.3494
N 4.6669 1.2410 8.6567
O 4.1911 2.5726 8.7138
H 5.5821 1.2644 5.8407
H 3.8541 0.8100 5.3675
H 4.0208 2.1521 6.0641
H 2.2460 0.7066 8.5749
H 2.1715 1.4671 7.0759
H 2.3907 -0.2963 6.9972
H 3.9527 -1.3032 8.4161
H 4.3587 -1.3633 6.6813
H 6.3979 -2.1261 7.7438
H 6.4947 -0.6184 6.9937
H 7.6048 -0.4539 9.1804
H 6.3084 -1.0436 9.9610
H 6.8122 1.1402 11.2555
H 5.0598 0.9373 11.1730
H 5.9007 2.4791 10.9260
H 8.0952 1.8695 8.7156
H 6.6396 2.8418 8.2351
H 7.1856 1.6270 7.2881
H 3.5006 2.5376 9.3798
C 7.8260 -4.1668 -1.2987
C 6.3810 -3.7519 -1.2393
C 5.5416 -4.9233 -1.7848
C 5.7471 -3.5316 0.1690
C 5.9845 -2.1661 0.7753
C 5.5431 -1.0884 -0.2015
C 6.2162 -1.2464 -1.6065
C 5.3842 -0.2873 -2.5051
C 7.7103 -0.6956 -1.6517
N 6.0747 -2.6380 -2.1087
O 6.5531 -2.6834 -3.4276
H 8.1796 -4.2664 -2.3249
H 8.4781 -3.5644 -0.6662
H 7.9204 -5.1417 -0.8204
H 5.8248 -5.2392 -2.7888
H 5.5875 -5.7120 -1.0338
H 4.4760 -4.6942 -1.7979
H 4.6913 -3.7706 0.0411
H 6.0354 -4.2433 0.9426
H 5.3684 -2.0404 1.6656
H 7.0218 -2.1087 1.1051
H 5.5526 -0.0192 0.0102
H 4.4607 -1.1832 -0.2879
H 4.5104 -0.7618 -2.9515
H 5.9850 0.2215 -3.2589
H 5.0498 0.6150 -1.9931
H 7.8151 0.2518 -1.1228
H 8.0536 -0.6397 -2.6847
H 8.4082 -1.3919 -1.1869
H 5.7542 -2.9794 -3.8699
C -5.1491 6.0843 -6.1042
C -6.6510 5.9566 -6.5049
C -6.7622 4.7409 -7.4943
C -7.5141 5.6153 -5.2220
C -8.9863 5.7523 -5.4182
C -9.4130 7.1584 -5.8578
C -8.5526 7.5689 -7.1387
C -9.1317 6.9113 -8.4798
C -8.7301 9.0847 -7.3059
N -7.0625 7.2535 -7.0262
O -6.3784 7.6569 -8.1740
H -4.9890 6.9453 -5.4553
H -4.7121 5.2722 -5.5231
H -4.4361 6.3126 -6.8964
H -6.6433 5.0903 -8.5199
H -6.0773 3.9538 -7.1789
H -7.7247 4.2294 -7.4946
H -7.2670 4.5835 -4.9721
H -7.1440 6.1463 -4.3449
H -9.4089 5.1221 -6.2007
H -9.4024 5.7107 -4.4116
H -9.3573 7.9650 -5.1268
H -10.4413 7.1061 -6.2153
H -10.2043 7.0988 -8.4284
H -8.8770 5.8534 -8.5423
H -8.7704 7.2994 -9.4321
H -8.3068 9.6679 -6.4881
H -9.7882 9.3311 -7.2183
H -8.3144 9.4627 -8.2399
H -5.8334 8.3306 -7.7609
C -2.1641 -5.4507 -2.5198
C -1.4184 -5.9708 -1.1967
C -0.1567 -6.8018 -1.6291
C -0.9634 -4.7245 -0.3433
C -0.5761 -5.1744 1.1128
C -1.7759 -5.9091 1.7026
C -2.1865 -7.1973 0.9318
C -1.1488 -8.3476 1.1166
C -3.6034 -7.6872 1.4624
N -2.4239 -6.8417 -0.5014
O -2.8806 -7.8485 -1.2806
H -3.1046 -4.9155 -2.3887
H -1.5608 -4.8049 -3.1578
H -2.3436 -6.2450 -3.2443
H 0.8010 -6.6998 -1.1188
H -0.4608 -7.8337 -1.8049
H 0.1685 -6.5001 -2.6247
H -0.0783 -4.2130 -0.7216
H -1.7494 -3.9694 -0.3556
H 0.3116 -5.8019 1.0331
H -0.4068 -4.3629 1.8205
H -2.6370 -5.2437 1.6405
H -1.6741 -6.0809 2.7741
H -0.7951 -8.3387 2.1476
H -0.3304 -8.3611 0.3968
H -1.4620 -9.3767 0.9406
H -4.2585 -6.8167 1.4287
H -3.5376 -8.1046 2.4672
H -4.0551 -8.4723 0.8561
H -3.7426 -7.4593 -1.4452
C 2.5846 -1.0679 -7.0169
C 1.9635 -2.4329 -7.0368
C 2.0478 -2.8606 -5.5366
C 0.4753 -2.2557 -7.4090
C -0.1867 -3.5045 -8.0924
C 0.7366 -4.1122 -9.1249
C 2.1651 -4.4979 -8.5829
C 2.0078 -5.6636 -7.6104
C 2.9452 -4.7970 -9.8621
N 2.7350 -3.2585 -8.0025
O 4.0850 -3.4028 -7.6027
H 1.9680 -0.4207 -6.3931
H 3.6245 -0.9770 -6.7030
H 2.5342 -0.6086 -8.0041
H 3.0229 -3.2473 -5.2405
H 1.5617 -2.2721 -4.7585
H 1.6511 -3.8726 -5.4555
H -0.0880 -1.8700 -6.5593
H 0.5173 -1.4252 -8.1137
H -0.3425 -4.2819 -7.3444
H -1.1453 -3.1746 -8.4930
H 0.9223 -3.4620 -9.9798
H 0.2203 -5.0105 -9.4634
H 1.9689 -6.7087 -7.9176
H 0.9679 -5.6939 -7.2852
H 2.6482 -5.6095 -6.7301
H 3.2850 -3.9651 -10.4790
H 2.3230 -5.4963 -10.4206
H 3.7773 -5.4182 -9.5307
H 4.5701 -2.8120 -8.1833
C -4.4578 4.0743 8.7144
O -4.1365 2.6882 8.7961
C -4.2373 2.0107 7.5540
C -3.0904 0.9926 7.5063
C -3.3448 0.1699 6.1824
N -3.0873 -0.0917 8.4931
H -3.8363 4.4788 7.9155
H -4.6647 4.6046 9.6440
H -5.4273 4.2013 8.2328
H -5.2258 1.5724 7.4170
H -4.2084 2.8354 6.8418
H -2.0876 1.4197 7.5175
H -2.6079 -0.6302 6.1121
H -3.1730 0.9069 5.3979
H -4.3271 -0.2445 5.9555
H -3.9041 -0.6806 8.5714
H -2.9271 0.2786 9.4190
C 0.5554 1.7150 1.2175
O -0.0797 1.8307 0.0019
C -0.7859 0.7176 -0.4868
C -1.6223 1.1831 -1.6904
C -2.6108 0.1129 -2.3772
N -0.7832 1.6584 -2.8537
H 0.8865 2.7417 1.3740
H 1.3741 1.0017 1.1228
H -0.0387 1.3617 2.0603
H 0.0051 0.0403 -0.8087
H -1.3663 0.3002 0.3360
H -2.1332 2.0938 -1.3779
H -2.3263 -0.9394 -2.3799
H -2.6803 0.4164 -3.4217
H -3.5647 0.0171 -1.8586
H -1.2493 2.3491 -3.4244
H -0.0453 2.2661 -2.5276
*
```

Density functional theory data (ωB97M-V/def2-TZVPD) for one molecule with the formula C4H10N2 at a distorted geometry.

Results
HOMO-LUMO gap: 9.06 eV
E_tot: -7287.77830 eV
LUMO level: 1.22 eV
SMILES: N/C=C/CCN

ORCA input file:
```
! RIJCOSX wB97M-V def2-TZVPD def2/J DEFGRID3
* xyz 0 1
N 2.3502 -1.1407 1.0014
C 1.2227 -0.3250 0.5849
C 0.1138 -0.9715 0.2089
C -1.2211 -0.5705 -0.4002
C -1.5347 0.9733 -0.1627
N -0.8737 1.8304 -1.0687
H 2.4218 -2.2000 0.8298
H 3.1680 -0.6321 1.4210
H 1.3942 0.8322 0.6995
H 0.0018 -2.0362 0.4600
H -2.2287 -1.0448 -0.0461
H -1.2206 -0.6599 -1.4687
H -1.3303 1.4836 0.7907
H -2.6647 1.1831 -0.1957
H -0.0419 1.6054 -1.5418
H -1.3198 2.0031 -1.8632
*
```

Density functional theory data (ωB97M-V/def2-TZVPD) for one molecule with the formula C6H11N3 at a distorted geometry.

Results
HOMO-LUMO gap: 9.37 eV
E_tot: -10865.55289 eV
LUMO level: 0.91 eV
SMILES: C[C@@H]1[C@@H]2N=CNN[C@]12C

ORCA input file:
```
! RIJCOSX wB97M-V def2-TZVPD def2/J DEFGRID3
* xyz 0 1
C 1.9270 0.7713 -0.5382
C 1.0610 0.1005 0.4884
C 0.3551 -1.1835 0.1903
N 0.1384 -1.4696 -1.1446
C -0.7205 -0.9216 -1.9225
N -1.4544 0.2407 -1.6102
N -1.3633 0.6972 -0.1852
C -0.4616 -0.1601 0.6890
C -0.8315 0.0687 2.0766
H 2.9380 1.0378 -0.1900
H 1.4633 1.8071 -0.9712
H 1.9641 0.2534 -1.4726
H 1.4274 0.2933 1.5430
H 0.4867 -2.0888 0.9802
H -0.5663 -1.1424 -3.0826
H -1.2211 0.9066 -2.2466
H -2.3092 0.4485 0.2344
H -1.6543 -0.7880 2.4270
H -1.3663 1.2209 2.1060
H 0.1876 -0.0919 2.6289
*
```

Density functional theory data (ωB97M-V/def2-TZVPD) for a 4-piece molecular cluster, C14H20BrIN4O6PS overall at a distorted geometry.

Results
HOMO-LUMO gap: 7.00 eV
E_tot: -131344.58145 eV
LUMO level: -4.64 eV

ORCA input file:
```
! RIJCOSX wB97M-V def2-TZVPD def2/J DEFGRID3
* xyz 1 1
O 5.1916 -3.4618 -0.1814
N 4.4840 -2.7308 -0.6561
O 4.4715 -2.9381 -2.2030
C 3.1954 -2.8294 -2.6020
C 2.3447 -3.9237 -2.4084
C 1.0470 -3.7839 -2.7790
P -0.2347 -5.1237 -2.7245
O -1.2789 -4.4267 -1.6956
Br 0.7892 -6.5991 -1.4326
C 0.6820 -2.5392 -3.2899
N -0.6597 -2.2571 -3.6263
C -1.2663 -1.6960 -2.7091
S -1.9673 -0.9135 -1.5972
N 1.5719 -1.5792 -3.4799
I 1.0772 0.2443 -4.3037
N 2.8493 -1.6980 -3.1367
H 2.7142 -4.8429 -1.9872
H -2.1734 -4.6965 -1.9554
C -0.1923 -3.1730 1.2675
C 1.3077 -3.0537 1.3093
O 2.0174 -3.6968 0.5575
C 1.8538 -2.1055 2.3317
H -0.4933 -3.8813 0.5009
H -0.5623 -3.5129 2.2357
H -0.6321 -2.1945 1.0663
H 1.5506 -2.4246 3.3294
H 1.4435 -1.1110 2.1490
H 2.9402 -2.0736 2.2797
C -2.8062 1.0694 2.5840
C -1.3949 1.1638 2.0635
O -0.6112 0.2435 2.1894
C -1.0078 2.4553 1.3941
H -2.9638 0.0969 3.0444
H -2.9842 1.8510 3.3233
H -3.5175 1.2050 1.7674
H -1.1245 3.2840 2.0915
H -1.6516 2.6463 0.5353
H 0.0292 2.4008 1.0676
C -0.9513 6.4834 -0.6013
C -1.7912 6.1161 0.5977
O -2.4690 5.1134 0.6152
C -1.7447 7.0609 1.7719
H -1.0709 5.7303 -1.3764
H -1.2603 7.4540 -0.9917
H 0.1000 6.5484 -0.3162
H -2.0827 8.0525 1.4679
H -0.7224 7.1474 2.1438
H -2.3879 6.6907 2.5661
*
```

Density functional theory data (ωB97M-V/def2-TZVPD) for C43H36MnN3O6PSi as an isolated structure at a distorted geometry.

Results
HOMO-LUMO gap (spin up / spin down): 6.14 / 6.30 eV
E_tot: -110415.78745 eV
LUMO level (spin up / spin down): -4.66 / -4.49 eV
expectation value of S²: 6.062

ORCA input file:
```
! RIJCOSX wB97M-V def2-TZVPD def2/J DEFGRID3
* xyz 1 5
Mn -0.2975 -0.0787 -0.2781
O 0.5695 1.1495 1.8757
N -0.1388 -0.0045 1.5894
C -0.4094 -0.6746 2.6448
C -1.2472 -1.8455 2.7634
C -1.4527 -2.3209 4.0631
C -2.3022 -3.3822 4.3037
C -2.9857 -3.9688 3.2486
C -2.7733 -3.5231 1.9521
C -1.8904 -2.4856 1.6905
P -1.4910 -2.0769 -0.0431
C -0.5056 -3.5091 -0.5811
C 0.8558 -3.2779 -0.7978
C 1.6838 -4.2968 -1.2381
C 1.1560 -5.5598 -1.4620
C -0.1880 -5.8060 -1.2128
C -1.0197 -4.7907 -0.7704
C -3.1207 -2.1445 -0.8358
C -4.0524 -1.2200 -0.3510
C -5.3095 -1.1387 -0.9209
C -5.6343 -1.9625 -1.9914
C -4.7062 -2.8672 -2.4865
C -3.4458 -2.9589 -1.9156
H 1.3264 1.1623 1.2505
H 0.0004 -0.2718 3.5665
H -0.9412 -1.8421 4.8894
H -2.4406 -3.7439 5.3133
H -3.6835 -4.7735 3.4365
H -3.3083 -3.9884 1.1338
H 1.2711 -2.2947 -0.6020
H 2.7350 -4.1063 -1.4082
H 1.7933 -6.3559 -1.8223
H -0.5908 -6.7988 -1.3634
H -2.0591 -5.0099 -0.5641
H -3.7730 -0.5633 0.4667
H -6.0393 -0.4397 -0.5353
H -6.6125 -1.8951 -2.4483
H -4.9670 -3.4985 -3.3256
H -2.7213 -3.6558 -2.3132
C -1.9447 -0.6671 -3.7590
C -0.4950 -0.5075 -3.4924
N 0.0910 -0.3399 -2.3134
C 1.4376 -0.1305 -2.5602
C 1.6609 -0.2072 -3.9006
N 0.4342 -0.4504 -4.4570
C 2.8505 -0.0535 -4.7887
O 3.9912 0.2107 -4.2116
O 2.6924 -0.1916 -5.9758
C 2.3484 0.1812 -1.4246
O 3.5367 0.3939 -1.6106
O 1.7464 0.1790 -0.2856
H -2.5111 -0.4018 -2.8703
H -2.1744 -1.6925 -4.0482
H -2.2557 -0.0040 -4.5666
H 0.3012 -0.5323 -5.4561
H 3.9135 0.3244 -3.2229
O -1.0774 1.6852 -0.5243
Si -1.1787 3.2697 -0.6981
C 0.4187 4.1496 -0.1836
C 1.3532 4.5313 -1.1459
C 2.5542 5.1210 -0.7705
C 2.8287 5.3389 0.5714
C 1.9010 4.9771 1.5380
C 0.7022 4.3850 1.1622
C -1.4800 3.7422 -2.5148
C -1.9310 5.0031 -2.8995
C -2.1030 5.3163 -4.2411
C -1.8228 4.3716 -5.2187
C -1.3719 3.1125 -4.8534
C -1.2053 2.8061 -3.5093
C -2.6025 4.0070 0.2993
C -3.6967 3.2148 0.6433
C -4.8019 3.7691 1.2752
C -4.8219 5.1250 1.5661
C -3.7356 5.9234 1.2368
C -2.6288 5.3654 0.6105
H 1.1408 4.3796 -2.1984
H 3.2723 5.4107 -1.5275
H 3.7663 5.7936 0.8650
H 2.1086 5.1587 2.5856
H -0.0235 4.1144 1.9225
H -2.1529 5.7487 -2.1453
H -2.4534 6.2992 -4.5291
H -1.9533 4.6138 -6.2657
H -1.1386 2.3765 -5.6163
H -0.8434 1.8356 -3.1988
H -3.6765 2.1562 0.4024
H -5.6485 3.1459 1.5386
H -5.6846 5.5586 2.0560
H -3.7505 6.9804 1.4711
H -1.7765 5.9937 0.3754
*
```

Density functional theory data (ωB97M-V/def2-TZVPD) for a 2-piece molecular cluster, C6H15N2 overall at a distorted geometry.

Results
HOMO-LUMO gap (spin up / spin down): 9.78 / 8.86 eV
E_tot: -9442.53588 eV
LUMO level (spin up / spin down): 1.09 / -0.81 eV
expectation value of S²: 0.805

ORCA input file:
```
! RIJCOSX wB97M-V def2-TZVPD def2/J DEFGRID3
* xyz 0 2
C 1.3938 2.0922 -2.7393
C 0.6799 1.0387 -1.7600
C 1.6316 0.4235 -0.7197
C 1.1465 -0.5916 0.2440
C 1.9997 -1.7207 0.6045
C -0.6010 -1.3399 1.7001
N -0.1398 -0.3354 0.7662
N -4.3786 -0.4632 2.1045
H 2.3670 1.7560 -3.1000
H 1.6024 3.0640 -2.2694
H 0.6371 2.3434 -3.5091
H -0.2885 1.5177 -1.2888
H 2.5281 0.1034 -1.3197
H 0.2038 0.2346 -2.2902
H 2.9811 -1.8153 0.1700
H 1.7221 -2.3983 1.3980
H -0.3948 -0.8886 2.6507
H -1.5640 -1.5150 1.4948
H -0.0058 -2.2550 1.6583
H -5.3425 -0.4659 1.7278
H 1.9321 1.2358 -0.1083
H -3.6503 0.0210 1.5753
H -4.4598 -0.0413 3.0102
*
```

Density functional theory data (ωB97M-V/def2-TZVPD) for CH2NO2 as an isolated structure at a distorted geometry.

Results
HOMO-LUMO gap (spin up / spin down): 7.00 / 6.78 eV
E_tot: -6650.26996 eV
LUMO level (spin up / spin down): 4.92 / 4.99 eV

ORCA input file:
```
! RIJCOSX wB97M-V def2-TZVPD def2/J DEFGRID3
* xyz -1 1
C -1.1022 0.2077 0.2175
N 1.5314 -0.5024 -0.0701
O 2.4917 0.2826 -0.2060
O 0.1205 0.4984 -0.2587
H -1.9599 0.1735 -0.5359
H -1.0815 -0.6597 0.8533
*
```

Density functional theory data (ωB97M-V/def2-TZVPD) for a 2-piece molecular cluster, C2Br2N2O4 overall at a distorted geometry.

Results
HOMO-LUMO gap: 9.45 eV
E_tot: -153322.65456 eV
LUMO level: -1.67 eV
SMILES: O=[N+]([O-])Br.N#COC(=O)Br

ORCA input file:
```
! RIJCOSX wB97M-V def2-TZVPD def2/J DEFGRID3
* xyz 0 1
O 4.5292 -1.4819 0.3331
N 3.6605 -1.0654 -0.3487
O 2.9995 -1.4999 -1.1688
Br 3.3226 0.9289 0.1501
N -4.3621 0.5659 -0.1131
C -3.3042 0.8936 0.0113
O -2.0160 1.2556 0.1225
C -0.5700 1.1439 0.5547
O -0.0560 0.2263 1.0435
Br 0.1479 2.7783 0.0118
*
```